(1)
3 unconnected molecules or ions with the total composition C3H10O4. Source: the Open Molecules 2025 dataset; level of theory: ωB97M-V/def2-TZVPD.

Output
**SMILES string**: O=CCCO.O.O
**Orbital gap**: 10.482 eV

Cartesian coordinates (Å):
O 2.11907 -2.18869 0.58334
C 2.29292 -1.06686 0.16055
C 1.60011 0.08098 0.84125
C 1.29328 -0.06240 2.38645
O -0.03509 0.54051 2.38316
H 2.97543 -0.76465 -0.65810
H 2.19219 1.00892 0.59334
H 0.63882 0.16735 0.32118
H 1.31428 -1.15600 2.53279
H 2.06681 0.44406 2.98532
H -0.46447 0.07847 3.11231
O -1.56568 1.06808 -2.04899
H -1.57627 1.97709 -1.74065
H -2.12341 0.47585 -1.53507
O -3.27511 -0.49263 -3.30923
H -4.24206 -0.60446 -3.25032
H -3.21081 0.49439 -3.35734

Löwdin atomic charge list, values in e, 6 entries:
1 O 0.0373
2 C -0.2579
3 C -0.1476
4 C -0.1990
5 O -0.0942
6 H 0.1207

***

(2)
2 unconnected molecules or ions with the total composition C3H10OP2. Source: the Open Molecules 2025 dataset; level of theory: ωB97M-V/def2-TZVPD.

Output
**Orbital gap (alpha / beta)**: 6.944 / 8.152 eV

Cartesian coordinates (Å):
C 2.17162 -0.73339 0.76789
C -2.29105 0.94407 -0.79626
C 1.27163 1.20102 -0.34357
O 1.88658 -0.03283 -0.33117
P -1.40963 -1.67811 0.14970
P -1.47828 0.27396 0.82476
H 2.83415 -0.23497 1.50831
H 2.60112 -1.58310 0.32955
H 1.18715 -0.96217 1.32223
H -3.37697 1.10159 -0.77738
H -2.17753 0.18375 -1.55165
H -1.83967 1.91259 -1.15845
H 0.79399 1.57619 0.47853
H 0.89002 1.62055 -1.25705
H -0.22218 -1.32239 -0.52615
H -0.84097 -2.26674 1.36072

Löwdin atomic charge list, values in e, 6 entries:
1 C -0.1766
2 C -0.4561
3 C -0.0340
4 O -0.2314
5 P 0.4224
6 P 0.4745

***

no.,F_max (eV/Å)
1,3.42
2,5.53